## 1
DFT (wB97M-V/def2-TZVPD) results for a single C2H3NO2 molecule.

CARTESIAN COORDINATES (ANGSTROEM)
O1 2.092 -0.580 0.073
C1 0.916 -0.563 -0.152
C2 -0.019 0.572 0.266
N1 -1.324 0.028 0.548
O2 -1.834 -0.511 -0.421
H1 0.220 -1.241 -0.733
H2 0.203 1.091 1.172
H3 -0.253 1.204 -0.752

Results
Gap between HOMO and LUMO (alpha / beta) in Ha: 0.32598 / 0.32601
E_HOMO (alpha / beta) in eV: -9.64 / -9.64
Net charge: 0

Partial atomic charges computed with the Mulliken method, in multiples of e: O -0.423; C 0.026; C -0.088; N -0.062; O -0.302; H 0.302; H 0.280; H 0.267


## 2
DFT (wB97M-V/def2-TZVPD) results for 2 unconnected molecules or ions with the total composition C2H3NO2.

CARTESIAN COORDINATES (ANGSTROEM)
C1 0.092 0.650 0.674
C2 -0.802 0.264 -0.296
N1 0.661 -1.335 -1.065
O1 0.905 1.526 0.677
O2 1.519 -1.478 -0.336
H1 0.216 -0.250 1.481
H2 -1.687 -0.272 0.091
H3 -0.905 0.894 -1.227

Results
Gap between HOMO and LUMO (alpha / beta) in Ha: 0.31928 / 0.30322
E_HOMO (alpha / beta) in eV: -9.33 / -9.22
Net charge: 0

Partial atomic charges computed with the Mulliken method, in multiples of e: C 0.203; C -0.656; N 0.242; O -0.473; O -0.129; H 0.211; H 0.313; H 0.289


Q: Which of them is the least stable? A: 2.


## 1
DFT (wB97M-V/def2-TZVPD) results for 2 unconnected molecules or ions with the total composition C2H3NO2.

CARTESIAN COORDINATES (ANGSTROEM)
C1 1.654 -0.476 -0.213
C2 0.887 -1.357 0.353
O1 0.249 -2.003 1.056
H1 2.393 -0.666 -0.867
H2 1.414 0.567 -0.073
N1 -2.023 1.625 -0.048
O2 -1.697 0.612 0.459
H3 -2.877 1.698 -0.667

Results
Gap between HOMO and LUMO in Ha: 0.32704
E_HOMO in eV: -9.18
Net charge: 0

Partial atomic charges computed with the Mulliken method, in multiples of e: C -0.975; C 0.769; O -0.330; H 0.290; H 0.251; N 0.004; O -0.212; H 0.203


## 2
DFT (wB97M-V/def2-TZVPD) results for a single C2H3NO2 molecule.

CARTESIAN COORDINATES (ANGSTROEM)
O1 -2.361 0.424 -0.057
N1 -1.262 0.158 -0.347
C1 0.330 0.917 0.120
C2 0.684 -0.533 0.083
O2 -0.675 -1.126 -0.139
H1 0.896 1.796 -0.189
H2 1.427 -0.920 -0.647
H3 0.960 -0.716 1.176

Results
Gap between HOMO and LUMO (alpha / beta) in Ha: 0.28742 / 0.32300
E_HOMO (alpha / beta) in eV: -8.28 / -8.92
Net charge: 0

Partial atomic charges computed with the Mulliken method, in multiples of e: O -0.447; N 0.444; C -0.442; C -0.008; O -0.273; H 0.274; H 0.258; H 0.194


## 3
DFT (wB97M-V/def2-TZVPD) results for 2 unconnected molecules or ions with the total composition C2H3NO2.

CARTESIAN COORDINATES (ANGSTROEM)
C1 0.583 0.710 -1.194
C2 -0.817 0.431 -0.832
N1 1.550 3.747 0.062
O1 1.398 0.232 -1.880
O2 1.632 2.562 -0.022
H1 -1.573 1.186 -0.962
H2 -1.017 -0.366 -1.662
H3 -0.916 -0.154 0.086

Results
Gap between HOMO and LUMO (alpha / beta) in Ha: 0.20549 / 0.20576
E_HOMO (alpha / beta) in eV: -6.31 / -6.33
Net charge: 0

Partial atomic charges computed with the Mulliken method, in multiples of e: C 0.540; C -0.796; N -0.014; O -0.369; O -0.204; H 0.276; H 0.298; H 0.269


Q: Which of them is the least stable? A: 2.


## 1
DFT (wB97M-V/def2-TZVPD) results for a single C2H3NO2 molecule.

CARTESIAN COORDINATES (ANGSTROEM)
C1 1.632 -0.330 -0.136
N1 0.642 0.419 0.155
O1 -0.486 -0.298 0.613
C2 -1.631 0.303 0.077
O2 -2.577 -0.368 -0.150
H1 1.452 -1.406 -0.081
H2 2.441 0.293 -0.434
H3 -1.472 1.386 -0.045

Results
Gap between HOMO and LUMO in Ha: 0.42840
E_HOMO in eV: -10.64
Net charge: 0

Partial atomic charges computed with the Mulliken method, in multiples of e: C -0.291; N -0.400; O -0.130; C 0.254; O -0.422; H 0.325; H 0.297; H 0.367


## 2
DFT (wB97M-V/def2-TZVPD) results for a single C2H3NO2 molecule.

CARTESIAN COORDINATES (ANGSTROEM)
C1 -0.738 -0.709 0.796
C2 -0.545 0.385 -0.048
N1 1.882 0.267 0.001
O1 0.743 0.973 0.201
O2 1.751 -0.831 -0.428
H1 -1.398 -1.434 0.580
H2 -0.586 0.000 -1.131
H3 -1.108 1.348 0.029

Results
Gap between HOMO and LUMO (alpha / beta) in Ha: 0.30288 / 0.30647
E_HOMO (alpha / beta) in eV: -9.07 / -9.22
Net charge: 0

Partial atomic charges computed with the Mulliken method, in multiples of e: C -0.436; C -0.130; N 0.339; O -0.195; O -0.380; H 0.260; H 0.245; H 0.297


## 3
DFT (wB97M-V/def2-TZVPD) results for a single C2H3NO2 molecule.

CARTESIAN COORDINATES (ANGSTROEM)
O1 0.915 1.405 -2.541
C1 0.616 0.813 -1.570
C2 0.592 0.701 -0.034
N1 -0.019 -0.150 -0.989
O2 -0.549 -1.738 -0.888
H1 1.523 0.405 0.443
H2 -0.063 1.278 0.610
H3 -1.497 -1.610 -0.774

Results
Gap between HOMO and LUMO in Ha: 0.36647
E_HOMO in eV: -10.36
Net charge: 0

Partial atomic charges computed with the Mulliken method, in multiples of e: O -0.480; C 0.544; C -0.421; N -0.051; O -0.390; H 0.223; H 0.232; H 0.343


Q: Which of them is the least stable? A: 2.


## 1
DFT (wB97M-V/def2-TZVPD) results for a single C2H3NO2 molecule.

CARTESIAN COORDINATES (ANGSTROEM)
C1 0.663 -1.072 -0.342
C2 0.546 0.380 -0.070
N1 -1.475 -0.214 0.321
O1 -2.628 -0.163 -0.015
O2 -0.788 0.786 -0.169
H1 1.638 -1.435 0.042
H2 0.914 0.625 0.858
H3 1.131 1.093 -0.624

Results
Gap between HOMO and LUMO (alpha / beta) in Ha: 0.30521 / 0.30429
E_HOMO (alpha / beta) in eV: -9.37 / -9.33
Net charge: 0

Partial atomic charges computed with the Mulliken method, in multiples of e: C -0.273; C -0.244; N 0.160; O -0.381; O -0.133; H 0.170; H 0.298; H 0.402


## 2
DFT (wB97M-V/def2-TZVPD) results for a molecular structure, C2H3NO2.

CARTESIAN COORDINATES (ANGSTROEM)
C1 0.293 0.909 -0.094
C2 0.678 -0.514 -0.062
N1 -1.149 0.209 0.080
O1 -2.313 0.382 0.224
O2 -0.620 -1.014 -0.072
H1 0.825 1.872 -0.042
H2 1.171 -1.056 -0.936
H3 1.115 -0.789 0.903

Results
Gap between HOMO and LUMO (alpha / beta) in Ha: 0.32686 / 0.32688
E_HOMO (alpha / beta) in eV: -8.42 / -8.42
Net charge: 0

Partial atomic charges computed with the Mulliken method, in multiples of e: C -0.411; C -0.102; N 0.633; O -0.584; O -0.271; H 0.324; H 0.220; H 0.191


Q: Which of them is the least stable? A: 1.


## 1
DFT (wB97M-V/def2-TZVPD) results for 2 unconnected molecules or ions with the total composition C3H6INOS.

CARTESIAN COORDINATES (ANGSTROEM)
C1 -0.077 -1.609 -0.398
C2 0.454 -1.390 1.123
C3 -0.894 -1.128 0.753
N1 -0.511 3.030 -0.115
O1 1.275 1.223 0.105
S1 -0.100 1.593 -0.297
I1 -0.218 0.999 -2.818
H1 0.186 -0.711 -1.015
H2 -0.226 -2.428 -1.047
H3 0.897 -1.906 1.903
H4 1.077 -0.539 0.758
H5 -1.976 -1.006 1.217
H6 0.112 3.872 -0.170

Results
Gap between HOMO and LUMO (alpha / beta) in Ha: 0.21440 / 0.21446
E_HOMO (alpha / beta) in eV: -8.21 / -8.21
Net charge: 0

Mulliken population analysis, charges in e, atoms 1 to 8: C -0.152; C -0.332; C -0.028; N -0.523; O -0.573; S 0.390; I -0.198; H -0.171


## 2
DFT (wB97M-V/def2-TZVPD) results for 2 unconnected molecules or ions with the total composition C3H6INOS.

CARTESIAN COORDINATES (ANGSTROEM)
C1 0.870 -0.982 0.139
C2 0.811 -0.225 1.360
C3 0.833 -0.019 -0.993
N1 0.499 1.022 1.383
O1 -1.320 1.461 -0.540
S1 0.148 1.558 -0.278
I1 -4.328 0.374 0.164
H1 1.758 -1.606 0.133
H2 -0.007 -1.570 0.132
H3 1.204 -0.690 2.181
H4 -2.790 0.767 -0.495
H5 1.932 0.240 -1.310
H6 0.389 -0.332 -1.875

Results
Gap between HOMO and LUMO in Ha: 0.33563
E_HOMO in eV: -8.95
Net charge: 0

Mulliken population analysis, charges in e, atoms 1 to 8: C -0.433; C -0.041; C -0.623; N -0.512; O -0.540; S 0.398; I -0.268; H 0.308


Q: Which of them is the least stable? A: 1.